No. 1
Entry from the Open Molecules 2025 dataset: a 12-piece molecular cluster, C30H54N6O18 overall (ωB97M-V with the def2-TZVPD basis set).

Values from the calculation:
SMILES string: COC(=O)OC.COC(=O)OC.COC(=O)OC.COC(=O)OC.COC(=O)OC.COC(=O)OC.CC#N.CC#N.CC#N.CC#N.CC#N.CC#N
Orbital gap, eV: 10.80
Molecular weight, g mol⁻¹: 786.79
E_tot, a.u.: -2858.31157

Each line ends with the Mulliken charge.
Positions of all 108 atoms, in Å:
C: 3.9233 1.3215 -1.3533  -0.286
O: 3.6586 1.7966 -2.6965  -0.188
C: 3.9492 3.0461 -2.9145  0.693
O: 4.2975 3.8872 -2.1496  -0.537
O: 3.7909 3.2255 -4.2376  -0.361
C: 4.1828 4.5017 -4.6832  -0.714
H: 3.3055 0.4513 -1.2204  -0.033
H: 3.6525 2.0681 -0.5558  -0.022
H: 4.9578 0.9813 -1.2077  0.461
H: 3.5305 5.3182 -4.3776  0.298
H: 4.0175 4.4191 -5.7519  0.248
H: 5.2453 4.6644 -4.5059  0.311
C: -1.5378 -3.3101 -2.0207  -0.165
O: -1.6459 -4.3269 -0.9912  -0.030
C: -2.8573 -4.4925 -0.4336  0.652
O: -3.8298 -3.8917 -0.6933  -0.481
O: -2.7694 -5.5141 0.4522  -0.357
C: -3.9517 -5.8743 1.1709  -0.686
H: -0.4615 -3.3358 -2.3014  -0.267
H: -1.7626 -2.3989 -1.5357  0.042
H: -2.1564 -3.5301 -2.9171  0.422
H: -3.7559 -6.8954 1.4493  0.251
H: -4.8351 -5.7403 0.5350  0.324
H: -3.9526 -5.2966 2.1312  0.256
C: -3.0250 2.4385 2.5756  -0.080
O: -3.6356 1.7611 3.7015  -0.364
C: -4.9763 1.5441 3.5626  0.678
O: -5.6122 1.6386 2.5541  -0.471
O: -5.3653 1.1521 4.7683  -0.366
C: -6.7482 0.6674 4.8385  -0.644
H: -3.4872 3.4414 2.5077  0.361
H: -3.0991 1.9329 1.6202  -0.227
H: -1.9486 2.4483 2.7972  0.259
H: -6.8052 -0.0930 5.5967  0.268
H: -7.0010 0.1078 3.9081  0.297
H: -7.4800 1.4763 5.0922  0.267
C: -2.0115 0.9339 -3.2063  -0.728
O: -3.1764 0.7688 -2.3810  -0.255
C: -3.8918 -0.3134 -2.5755  0.959
O: -3.7061 -1.0977 -3.4591  -0.631
O: -4.8916 -0.3039 -1.6996  -0.236
C: -5.8555 -1.3200 -1.9480  -0.813
H: -1.2487 0.2709 -2.8291  0.098
H: -1.7723 1.9369 -3.0189  0.283
H: -2.2911 0.8008 -4.2467  0.398
H: -5.4718 -2.0622 -2.6099  0.410
H: -6.8109 -0.8538 -2.2711  0.221
H: -5.9894 -1.8696 -0.9666  0.192
C: 4.6970 1.4990 2.5190  -0.295
O: 5.7910 2.4266 2.4867  -0.331
C: 6.5749 2.3702 1.3829  0.748
O: 6.4171 1.7761 0.3465  -0.512
O: 7.6668 3.1430 1.5190  -0.331
C: 7.8904 3.8218 2.7097  -0.566
H: 4.1064 1.6406 1.6178  -0.029
H: 4.1619 1.5912 3.4734  0.282
H: 5.1524 0.5196 2.4828  0.329
H: 7.8597 3.1382 3.5587  0.283
H: 7.1850 4.6800 2.7904  0.178
H: 8.8545 4.2399 2.6877  0.252
C: 0.3168 -2.3786 1.3098  -0.782
O: -0.4208 -1.1256 1.1017  -0.098
C: 0.2806 -0.0172 0.9860  0.478
O: 1.4948 0.0945 1.1505  -0.669
O: -0.5656 0.9274 0.7414  0.044
C: -0.1743 2.1713 0.0889  -0.142
H: -0.4433 -3.2159 1.2179  0.065
H: 0.6801 -2.4938 2.3288  0.420
H: 1.1319 -2.5233 0.5649  0.275
H: 0.8345 1.9991 -0.3214  -0.004
H: -0.2311 2.9123 0.8750  0.321
H: -0.9203 2.3117 -0.6723  -0.102
C: -3.5800 -0.9640 1.6705  0.381
C: -5.0024 -1.2620 1.8862  -0.134
N: -6.0638 -1.6365 2.0911  -0.638
H: -2.9490 -1.8361 1.8355  0.424
H: -3.2796 -0.2042 2.3954  0.269
H: -3.3993 -0.6015 0.6913  -0.317
C: -5.0245 2.6651 -0.2790  -0.385
C: -3.8661 3.4617 -0.5143  0.437
N: -3.0163 4.2161 -0.5091  -0.551
H: -5.5519 2.6170 -1.2088  0.443
H: -5.7164 3.1159 0.4545  0.348
H: -4.7174 1.6617 0.0032  -0.145
C: 0.7601 -6.2286 -2.8344  -0.670
C: 1.2308 -5.0797 -3.6448  0.432
N: 1.6648 -4.2374 -4.3045  -0.493
H: 1.6419 -6.6012 -2.2724  0.259
H: 0.5691 -7.0133 -3.5688  0.364
H: -0.1539 -6.0207 -2.2440  0.116
C: 4.4795 5.2923 0.6770  -0.251
C: 5.0442 6.3968 1.4122  0.235
N: 5.5414 7.2125 2.0619  -0.450
H: 3.4115 5.3361 0.7910  0.319
H: 4.8251 4.2476 0.9667  -0.071
H: 4.5558 5.4071 -0.4113  0.262
C: 3.1409 -4.7037 2.8179  -0.897
C: 2.7212 -4.9523 1.4449  0.461
N: 2.3720 -5.0394 0.3525  -0.365
H: 4.1304 -4.1581 2.8204  0.261
H: 3.4122 -5.5956 3.3779  0.345
H: 2.3615 -4.2695 3.4276  0.247
C: 2.5638 -1.3843 -3.2661  -1.403
C: 1.5598 -0.8848 -2.3857  0.506
N: 0.7543 -0.4795 -1.6798  0.009
H: 3.2242 -1.9966 -2.7324  0.362
H: 3.1179 -0.5034 -3.6822  0.302
H: 2.2034 -1.9664 -4.0886  0.468

=====

No. 2
Entry from the Open Molecules 2025 dataset: a 8-piece molecular cluster, C30H55BrCl2N10 overall (ωB97M-V with the def2-TZVPD basis set).

Values from the calculation:
Orbital gap, eV: 6.22
Molecular weight, g mol⁻¹: 706.65
Charge: +2
E_tot, a.u.: -5217.47962
Relative energy (zero: lowest compared OMol25 entry of this formula, charge and spin), eV: 0.000

Each line ends with the Mulliken charge.
Positions of all 98 atoms, in Å:
C: -2.4031 4.8699 0.2484  -0.612
C: -3.5842 5.3138 -0.5320  -0.910
N: -4.8470 4.7842 -0.1475  0.274
C: -5.7766 5.2963 0.7427  -0.274
C: -6.8398 4.3870 0.8305  -0.515
N: -6.5695 3.3384 -0.1006  0.227
C: -5.4154 3.6792 -0.7782  -0.349
C: -7.3360 2.1546 -0.2549  -0.824
H: -2.5147 5.1754 1.2887  0.395
H: -1.5097 5.2402 -0.2544  0.382
H: -2.3096 3.7883 0.1511  0.002
H: -3.4963 4.9867 -1.5681  0.328
H: -3.7557 6.3878 -0.6043  0.467
H: -5.6488 6.2672 1.1983  0.448
H: -7.6568 4.4335 1.5353  0.434
H: -4.9220 3.0444 -1.4993  0.382
H: -7.5476 1.8492 0.7698  0.321
H: -6.8560 1.3288 -0.7799  0.339
H: -8.2396 2.3663 -0.8266  0.344
C: -0.2623 2.3394 0.7892  -0.904
C: 0.7022 1.2461 1.2973  -0.370
N: 0.5023 -0.1394 0.6881  0.567
C: 1.5765 -0.9491 0.2907  -0.062
C: 1.0041 -2.0273 -0.3327  -0.573
N: -0.3786 -1.8548 -0.1878  0.633
C: -0.7046 -0.6845 0.4158  -0.636
C: -1.3638 -2.8800 -0.5577  -1.015
H: -1.2573 1.9054 0.6907  0.291
H: -0.1293 2.5924 -0.2627  0.103
H: -0.4322 3.2079 1.4256  0.525
H: 0.6867 1.1388 2.3819  0.403
H: 1.6992 1.6664 1.1655  0.061
H: 2.5762 -0.5529 0.3908  -0.023
H: 1.4199 -2.8105 -0.9493  0.332
H: -1.6586 -0.3813 0.8211  0.402
H: -2.3484 -2.4640 -0.3441  0.376
H: -1.1467 -3.7311 0.0877  0.281
H: -1.3043 -3.1940 -1.5998  0.288
C: -0.1442 -3.5341 3.3621  -0.780
C: -1.7043 -3.8099 3.0547  -0.487
N: -2.2947 -4.6279 4.0201  0.370
C: -2.6966 -4.2864 5.3483  -0.260
C: -3.4565 -5.3443 5.8471  -0.470
N: -3.5192 -6.3123 4.8953  0.106
C: -2.8497 -5.8673 3.7791  -0.170
C: -4.2525 -7.5745 5.0015  -0.850
H: 0.3176 -3.1201 2.4657  0.015
H: 0.4444 -4.4495 3.3022  0.349
H: 0.0115 -2.9150 4.2456  0.379
H: -1.9049 -4.2129 2.0620  0.226
H: -2.0746 -2.7880 2.9735  0.313
H: -2.4075 -3.3334 5.7660  0.425
H: -4.0951 -5.3967 6.7165  0.419
H: -2.6997 -6.3676 2.8338  0.365
H: -5.2634 -7.2502 5.2486  0.375
H: -3.6789 -8.1901 5.6944  0.338
H: -4.2418 -8.0772 4.0344  0.309
C: 5.5309 -2.1040 -0.2576  -0.541
C: 6.1839 -2.0077 -1.6537  -0.553
N: 7.0377 -0.8068 -1.7299  0.313
C: 8.3886 -0.8125 -2.0556  -0.388
C: 8.8659 0.4922 -2.0963  -0.397
N: 7.8109 1.3487 -1.8957  0.245
C: 6.6814 0.5162 -1.7331  -0.209
C: 7.8554 2.7554 -1.7105  -0.847
H: 5.0411 -3.0356 0.0258  0.400
H: 4.7539 -1.3415 -0.3113  -0.168
H: 6.3377 -2.0258 0.4712  0.331
H: 5.4185 -1.8927 -2.4213  0.333
H: 6.7837 -2.8828 -1.9036  0.325
H: 8.8620 -1.7827 -2.0223  0.397
H: 9.8253 0.9383 -2.3130  0.442
H: 5.7432 0.9046 -1.3652  0.166
H: 8.8492 3.0459 -1.3697  0.341
H: 7.0161 3.0830 -1.0969  0.324
H: 7.8008 3.2223 -2.6940  0.344
C: -2.3392 1.8505 -3.4981  -1.674
C: -1.3769 0.7143 -3.2412  0.426
N: 0.0807 0.9667 -3.0981  0.255
C: 1.1025 0.0187 -3.2168  -0.418
C: 2.2899 0.7120 -2.7418  -0.675
N: 1.9831 2.0865 -2.5225  0.344
C: 0.6182 2.1614 -2.6090  -0.677
C: 3.0217 3.1104 -2.2969  -0.827
H: -2.5937 2.4246 -2.6071  0.225
H: -3.3117 1.4322 -3.7576  0.457
H: -2.1983 2.4936 -4.3667  0.444
H: -1.5077 0.0833 -4.1203  0.409
H: -1.7549 0.3427 -2.2888  -0.055
H: 0.8368 -0.9610 -3.5858  0.497
H: 3.3078 0.3536 -2.6992  0.480
H: -0.0163 3.0349 -2.6378  0.625
H: 2.7010 4.0938 -2.6406  0.349
H: 3.9250 2.9232 -2.8775  0.322
H: 3.1430 3.1772 -1.2158  0.322
Cl: 0.9980 -4.1194 -3.2888  -0.766
Cl: -3.9047 0.6567 -0.1859  -0.701
Br: 4.7672 1.1683 1.3491  -0.727

=====

No. 3
Entry from the Open Molecules 2025 dataset: a 3-piece molecular cluster, C30H55F3N4O2S2 overall (ωB97M-V with the def2-TZVPD basis set).

Values from the calculation:
SMILES string: C#CCCC[C@@]1(CCCSC(=S)N2CCOCC2)CC(=O)N[C@@H]1C(F)(F)F.CCN(CC)CC.CCN(CC)CC
Orbital gap, eV: 7.64
Molecular weight, g mol⁻¹: 624.92
E_tot, a.u.: -2641.40710
Relative energy (zero: lowest compared OMol25 entry of this formula, charge and spin), eV: 0.000

Each line ends with the Mulliken charge.
Positions of all 96 atoms, in Å:
C: -4.1897 -3.5581 -3.9974  0.169
C: -3.9966 -2.4370 -4.4143  -0.671
C: -3.8502 -1.0286 -4.7614  -0.882
C: -4.6006 -0.1603 -3.6973  -0.854
C: -3.6393 0.4867 -2.6714  -1.083
C: -3.5372 2.0618 -2.6678  1.985
C: -3.7343 2.4765 -1.1928  -2.054
C: -2.5426 2.0995 -0.2984  0.026
C: -2.9221 1.7919 1.1667  -0.858
S: -2.0239 2.7929 2.3910  -0.216
C: -0.3096 2.8992 1.8697  0.099
S: 0.3270 4.3925 1.8247  -0.144
N: 0.4396 1.7351 1.5901  0.128
C: 0.6038 1.4535 0.1487  0.081
C: 2.0501 1.4004 -0.3683  -0.772
O: 3.0095 0.9506 0.5629  -0.492
C: 2.9493 1.8846 1.6454  -0.324
C: 1.6616 1.6095 2.3886  -0.931
C: -2.0825 2.3677 -3.1543  -1.479
C: -2.2002 3.8847 -3.3744  0.223
O: -1.3050 4.6802 -3.3591  -0.627
N: -3.5607 4.1851 -3.5534  -0.372
C: -4.2508 2.8808 -3.7360  -0.553
C: -5.7642 3.0450 -3.6815  0.729
F: -6.2721 2.6532 -4.8628  -0.306
F: -6.3152 2.2533 -2.7894  -0.255
F: -6.1618 4.2714 -3.5018  -0.306
H: -4.2996 -4.5059 -3.5463  0.493
H: -4.3197 -0.8900 -5.7328  0.366
H: -2.8020 -0.7435 -4.7809  0.326
H: -5.2101 -0.8713 -3.1462  0.504
H: -5.2996 0.5175 -4.1739  0.227
H: -2.6435 0.0746 -2.8286  0.436
H: -3.9230 0.1652 -1.6731  0.497
H: -3.8072 3.5672 -1.1741  0.571
H: -4.6559 2.0700 -0.7786  0.587
H: -1.8443 2.9344 -0.3252  0.573
H: -1.9924 1.2457 -0.6902  0.003
H: -3.9935 1.9532 1.2665  0.492
H: -2.7795 0.7325 1.3750  0.375
H: 0.1189 2.2605 -0.3982  0.019
H: 0.0656 0.5411 -0.1230  0.220
H: 2.3616 2.3569 -0.8017  0.329
H: 2.0719 0.6940 -1.1990  0.439
H: 3.0308 2.8952 1.2349  0.232
H: 3.8144 1.7283 2.2860  0.343
H: 1.6191 2.2831 3.2422  0.497
H: 1.7181 0.5957 2.7912  0.316
H: -1.9809 1.8113 -4.0904  0.741
H: -1.2666 2.0256 -2.5296  0.212
H: -3.7467 4.8798 -4.2633  0.343
H: -3.8416 2.5203 -4.6809  0.587
C: -3.0572 -6.7323 -0.6120  -1.444
C: -2.7639 -7.7330 -1.7203  -0.400
N: -1.5525 -7.4326 -2.4585  0.150
C: -1.4203 -8.1991 -3.6863  -0.667
C: -1.2724 -9.7210 -3.5725  -0.977
C: -0.3433 -7.3005 -1.6637  -0.725
C: 0.0793 -8.4898 -0.7928  -0.950
H: -3.0829 -5.7130 -1.0016  0.299
H: -4.0307 -6.9471 -0.1686  0.430
H: -2.3189 -6.7787 0.1896  0.332
H: -3.6052 -7.7091 -2.4189  0.446
H: -2.7469 -8.7449 -1.2872  0.258
H: -0.5771 -7.8041 -4.2594  0.365
H: -2.3023 -7.9919 -4.3012  0.365
H: -0.2791 -10.0077 -3.2300  0.218
H: -1.4102 -10.1745 -4.5565  0.404
H: -2.0136 -10.1608 -2.9048  0.275
H: -0.4600 -6.4297 -1.0126  0.370
H: 0.4838 -7.0325 -2.3259  0.361
H: -0.7569 -8.9159 -0.2367  0.248
H: 0.8199 -8.1606 -0.0605  0.371
H: 0.5438 -9.2816 -1.3781  0.269
C: 5.1175 5.1394 3.4274  -1.284
C: 5.1641 4.9457 4.9353  -0.425
N: 5.8037 3.7059 5.3345  0.212
C: 5.5965 3.3750 6.7344  -0.686
C: 6.1898 4.3137 7.7916  -0.989
C: 7.1498 3.4970 4.8292  -0.735
C: 8.2152 4.5483 5.1626  -0.992
H: 4.6473 4.2846 2.9381  0.178
H: 4.5319 6.0275 3.1861  0.458
H: 6.1113 5.2807 2.9999  0.310
H: 4.1330 4.9318 5.2989  0.467
H: 5.6437 5.8260 5.3904  0.221
H: 5.9649 2.3614 6.9155  0.360
H: 4.5162 3.3180 6.9035  0.385
H: 7.2698 4.2000 7.8750  0.217
H: 5.7702 4.0709 8.7704  0.407
H: 5.9622 5.3608 7.5906  0.276
H: 7.0924 3.4081 3.7407  0.333
H: 7.5008 2.5167 5.1614  0.409
H: 7.8537 5.5671 5.0168  0.250
H: 9.0778 4.4145 4.5060  0.378
H: 8.5783 4.4538 6.1847  0.266

=====

No. 4
Entry from the Open Molecules 2025 dataset: C30H55N9O5PRuSSbSe4Si3 as an isolated structure (ωB97M-V with the def2-TZVPD basis set).

Values from the calculation:
<S²>: 8.77
Orbital gap (spin up / spin down), eV: 5.29 / 5.40
Molecular weight, g mol⁻¹: 1307.80
Charge: -1
E_tot, a.u.: -13594.05455
Multiplicity: 6

Each line ends with the Mulliken charge.
Positions of all 110 atoms, in Å:
Ru: 15.8540 10.8991 11.5318  1.450
C: 13.7932 7.4649 15.3165  -0.591
N: 13.6846 8.6137 14.3937  0.537
C: 12.6050 8.8461 13.6382  -1.504
C: 12.9516 9.7782 12.7497  -0.487
N: 14.2816 10.1473 12.9801  1.322
C: 14.6852 9.3854 13.9565  -0.448
P: 16.2358 9.3900 14.9275  -0.662
C: 15.6137 10.2789 16.3950  0.266
N: 15.0822 11.4941 16.3396  -0.069
C: 14.7435 11.8130 17.5785  0.021
C: 14.9692 10.7847 18.4542  -0.945
N: 15.5438 9.7609 17.7069  0.272
C: 15.9313 8.4146 18.2345  -0.963
C: 17.2385 10.6741 14.3067  0.488
N: 16.9634 11.8206 13.7132  -0.140
C: 18.1829 12.4349 13.6027  -0.689
C: 19.1769 11.6838 14.1712  -1.003
N: 18.5480 10.6038 14.6361  0.534
C: 19.2226 9.6398 15.4300  -0.937
H: 13.5656 6.5989 14.7105  0.408
H: 14.8628 7.4007 15.6881  0.167
H: 13.1686 7.5821 16.2367  0.224
H: 11.6855 8.2188 13.6654  0.331
H: 12.4464 10.1676 11.9127  0.499
H: 14.4147 12.7820 17.8056  0.184
H: 14.9748 10.6806 19.5067  0.401
H: 16.4987 7.9169 17.4497  0.342
H: 16.4923 8.5905 19.1107  0.378
H: 15.0323 7.8609 18.4517  0.306
H: 18.2665 13.3465 13.0255  0.596
H: 20.2834 11.8293 14.1013  0.317
H: 19.3411 9.8479 16.5781  0.193
H: 18.7344 8.6769 15.3915  0.331
H: 20.2285 9.5022 14.9645  0.369
C: 13.2755 13.7063 12.1585  -0.725
O: 14.3502 13.2174 11.3858  0.168
Si: 14.2214 12.6596 9.8406  0.359
C: 13.8250 14.1250 8.6339  -1.081
C: 12.8502 11.3414 9.4721  -1.382
C: 15.8767 11.8887 9.5645  0.105
Si: 17.0862 13.2796 9.5089  0.492
C: 17.4157 13.8503 7.7039  -1.189
C: 16.7055 14.8984 10.5484  -0.327
C: 18.8189 12.7708 10.0752  -1.037
Si: 16.0202 10.7426 8.0509  0.299
C: 17.7965 10.3399 7.5125  -1.060
C: 15.1198 9.0987 8.3685  -0.608
C: 15.1294 11.5205 6.4670  -1.076
H: 13.6721 14.2412 12.9945  -0.254
H: 12.7678 12.9318 12.5613  0.376
H: 12.5653 14.3705 11.5716  0.304
H: 13.7486 13.6066 7.6985  0.332
H: 14.6396 14.8784 8.5244  0.247
H: 12.8844 14.6547 8.8442  0.431
H: 11.8405 11.7587 9.6010  0.309
H: 12.9184 10.3916 9.9341  0.266
H: 12.8928 11.2140 8.4397  0.308
H: 17.4282 13.0296 6.9635  0.213
H: 18.3866 14.4170 7.6681  0.296
H: 16.7085 14.5492 7.3336  0.391
H: 16.3918 14.5730 11.5362  -0.514
H: 15.8725 15.4383 10.0387  0.371
H: 17.6519 15.5221 10.4541  0.400
H: 18.8483 12.1724 10.9778  0.113
H: 19.4879 13.6489 10.1504  0.316
H: 19.1985 12.0314 9.3434  0.296
H: 17.8623 9.5361 6.7277  0.355
H: 18.4596 9.9506 8.3114  0.238
H: 18.2016 11.2381 7.0736  0.387
H: 15.7739 8.2129 8.6180  -0.148
H: 14.6403 8.7739 7.4418  0.454
H: 14.3798 9.1503 9.1778  -0.012
H: 14.0685 11.2349 6.6449  0.289
H: 15.4373 10.9603 5.5702  0.407
H: 15.3025 12.6113 6.3650  0.284
C: 9.1538 17.1149 17.5318  -1.228
C: 10.4322 17.3425 16.7089  -0.444
S: 11.4818 16.0182 17.1934  1.253
O: 11.5358 15.9474 18.6107  -0.638
O: 11.1331 14.8104 16.4595  -0.682
C: 13.0689 16.5777 16.5655  -1.030
C: 14.0756 15.4433 16.5554  -0.819
N: 15.4601 15.8742 16.6396  0.684
C: 16.3626 15.9447 15.6222  0.311
N: 17.5752 16.3021 16.0340  -0.719
C: 17.4638 16.4668 17.3575  -0.611
C: 16.1528 16.3354 17.7321  0.021
N: 15.6373 16.3482 19.0375  1.074
O: 16.3347 16.8503 19.8827  -0.648
O: 14.4832 15.8980 19.2483  -0.583
C: 16.1095 15.4297 14.2373  -0.730
H: 8.4608 17.9489 17.1955  0.367
H: 9.2558 17.2804 18.5804  0.374
H: 8.5100 16.2129 17.3724  0.318
H: 10.8916 18.2887 16.9903  0.336
H: 10.1816 17.4153 15.6499  0.397
H: 13.4323 17.4644 17.1539  0.534
H: 12.9503 16.9907 15.5714  0.518
H: 13.9479 14.8725 15.6297  0.628
H: 13.9079 14.8247 17.4161  -0.101
H: 18.3768 16.7083 17.9222  0.462
H: 17.0991 15.3172 13.8317  0.464
H: 15.4544 16.0190 13.6291  0.486
H: 15.7674 14.4323 14.3708  -0.073
Se: 14.3221 6.4366 11.9738  -0.609
Sb: 16.6082 6.8474 11.4053  0.741
Se: 17.5984 9.0837 11.5987  -0.749
Se: 17.0434 5.7029 13.5792  -0.510
Se: 17.5086 5.7621 9.4593  -0.692